Arrangement A

Density functional theory data (wB97M-V/def2-TZVPD) for a single H3N5 molecule.

Output
total charge	0
HOMO-LUMO gap (spin up / spin down)	8.605 / 8.606	eV
HOMO level (spin up / spin down)	-0.3298 / -0.3298	hartree

Each line ends with the Mulliken charge.
Positions of all 8 atoms, in Å:
N: -0.95 0.90 -0.13  -0.0135
N: 0.04 0.78 -0.94  -0.3903
N: -1.30 -0.05 0.63  -0.4213
N: 1.00 -0.07 -0.67  0.4817
N: 1.14 -0.91 0.26  -0.6101
H: -2.05 0.27 1.25  0.2389
H: 1.85 0.13 -1.20  0.2982
H: 0.27 -1.04 0.80  0.4164


Arrangement B

Density functional theory data (wB97M-V/def2-TZVPD) for a single H3N5 molecule.

Output
total charge	0
HOMO-LUMO gap	8.421	eV
HOMO level	-0.3266	hartree

Each line ends with the Mulliken charge.
Positions of all 8 atoms, in Å:
N: 0.31 0.59 -1.31  0.0327
N: -0.49 -0.41 -1.33  -0.3622
N: 0.43 1.36 -0.32  -0.4624
N: -0.76 -1.08 -0.23  0.4665
N: -0.34 -0.95 0.96  -0.5977
H: 1.16 2.06 -0.52  0.2497
H: -1.21 -1.98 -0.43  0.2964
H: 0.12 -0.05 1.11  0.3769


arrangement A comes first in stability; the runner-up is 0.102 eV higher.


Arrangement A

Density functional theory data (wB97M-V/def2-TZVPD) for 2 unconnected molecules or ions with the total composition C2H7S2.

Output
total charge	-1
HOMO-LUMO gap	5.818	eV
HOMO level	-0.0955	hartree

Each line ends with the Mulliken charge.
Positions of all 11 atoms, in Å:
S: -3.33 0.84 1.07  -0.8561
H: -2.79 -0.24 1.64  -0.0540
C: -0.33 0.91 -0.67  -0.6109
S: 1.43 0.74 -0.26  -0.1322
C: 1.71 -1.02 0.08  -0.7453
H: -0.51 1.93 -0.99  0.2811
H: -0.64 0.18 -1.41  0.2766
H: -1.00 0.72 0.18  0.0826
H: 2.13 -1.10 1.07  0.2437
H: 2.50 -1.32 -0.60  0.2474
H: 0.84 -1.64 -0.10  0.2672


Arrangement B

Density functional theory data (wB97M-V/def2-TZVPD) for 2 unconnected molecules or ions with the total composition C2H7S2.

Output
total charge	-1
HOMO-LUMO gap	6.695	eV
HOMO level	-0.1095	hartree

Each line ends with the Mulliken charge.
Positions of all 11 atoms, in Å:
S: 0.56 3.33 1.59  -0.7894
H: 1.74 2.74 1.36  -0.0115
C: -0.33 -1.70 -0.76  -1.0987
C: -0.22 -0.46 0.11  -0.3396
S: -0.42 1.04 -0.92  -0.2872
H: -1.21 -1.70 -1.38  0.3010
H: -0.34 -2.62 -0.15  0.3158
H: 0.53 -1.72 -1.43  0.2979
H: -0.96 -0.40 0.91  0.3053
H: 0.76 -0.45 0.57  0.2833
H: -0.10 1.95 0.10  0.0231


arrangement B comes first in stability; the runner-up is 0.486 eV higher.


Arrangement A

Density functional theory data (wB97M-V/def2-TZVPD) for 7 unconnected molecules or ions with the total composition C18H32NO21S2.

Output
total charge	-1
HOMO-LUMO gap	8.357	eV
HOMO level	-0.2408	hartree

Each line ends with the Mulliken charge.
Positions of all 74 atoms, in Å:
N: 1.03 1.03 0.65  0.8628
O: 1.42 0.05 -0.09  -0.6333
O: 1.61 1.24 1.65  -0.5999
O: -0.23 1.29 0.61  -0.7072
O: 2.28 -1.40 -7.44  -0.6649
S: 1.22 -1.82 -6.50  1.1754
O: 1.37 -3.16 -5.90  -0.6801
O: 1.30 -0.80 -5.28  -0.2536
C: 2.11 -1.11 -4.20  -1.0064
C: 2.20 -0.07 -3.34  -0.0611
C: -0.30 -1.72 -7.21  -0.7082
H: 2.92 -1.53 -4.46  0.8845
H: 1.58 -1.90 -3.57  0.1996
H: 1.22 0.31 -3.10  -0.1332
H: 2.94 0.61 -3.72  0.3182
H: 2.68 -0.68 -2.39  0.1569
H: -0.94 -1.37 -6.50  0.1969
H: -0.53 -2.81 -7.38  0.3621
H: -0.25 -0.92 -7.99  0.2958
O: -2.43 -3.45 0.83  -0.5721
S: -1.46 -4.49 0.97  1.3504
O: -0.78 -4.98 -0.25  -0.6795
O: -0.30 -3.80 1.87  -0.3264
C: 0.19 -2.70 1.28  0.0857
C: 1.55 -2.45 2.01  -1.6956
C: -2.08 -5.88 1.93  -1.0031
H: -0.41 -1.82 1.20  0.1069
H: 0.55 -2.95 0.29  0.5098
H: 2.03 -1.58 1.68  0.4441
H: 2.37 -3.17 1.92  0.3608
H: 1.30 -2.24 2.97  0.4475
H: -2.74 -6.76 1.54  0.3193
H: -2.62 -5.53 2.89  0.3049
H: -1.27 -6.45 2.28  0.3720
C: 2.26 3.29 -1.42  -0.2752
C: 1.99 4.49 -0.53  -0.0539
O: 0.56 4.68 -0.54  -0.3310
C: 0.08 3.82 -1.40  0.6836
O: -1.14 3.67 -1.55  -0.6295
O: 1.01 3.11 -2.01  -0.1565
H: 2.62 2.36 -0.93  0.1379
H: 2.66 3.50 -2.52  0.2798
H: 2.41 5.47 -1.08  0.2602
H: 2.25 4.22 0.55  0.1311
C: -2.38 -0.47 -1.36  0.4102
C: -1.52 0.06 -2.51  0.4319
O: -1.90 -0.73 -3.60  -0.3508
C: -2.72 -1.74 -3.24  0.6264
O: -3.21 -2.50 -4.04  -0.5861
O: -2.93 -1.66 -1.82  -0.3565
H: -3.19 0.32 -1.34  0.2769
H: -1.73 -0.67 -0.49  -0.2876
H: -0.54 -0.05 -2.30  -0.6887
H: -1.75 1.10 -2.58  0.4227
C: -0.56 0.10 4.90  0.1397
C: -1.65 0.00 3.82  -0.3273
O: -2.72 0.85 4.07  -0.3246
C: -2.45 1.35 5.22  0.6275
O: -3.19 2.11 5.87  -0.6628
O: -1.30 0.96 5.83  -0.4002
H: 0.35 0.58 4.43  -0.0074
H: -0.55 -0.83 5.31  0.4603
H: -2.13 -0.82 3.49  0.6462
H: -1.36 0.33 2.77  -0.1040
C: 1.45 3.27 4.06  -0.2271
C: 0.03 3.36 3.34  -0.3541
O: -0.66 4.26 4.21  -0.4069
C: -0.01 4.31 5.36  0.6921
O: -0.42 4.87 6.41  -0.6187
O: 1.02 3.46 5.26  -0.3528
H: 2.25 3.94 3.67  0.2344
H: 1.77 2.28 3.81  0.2378
H: -0.45 2.54 3.09  0.1868
H: 0.22 3.80 2.47  0.5869


Arrangement B

Density functional theory data (wB97M-V/def2-TZVPD) for a molecular structure, C18H32NO21S2.

Output
total charge	-1
HOMO-LUMO gap	8.925	eV
HOMO level	-0.2601	hartree

Each line ends with the Mulliken charge.
Positions of all 74 atoms, in Å:
N: 0.19 0.36 1.14  0.9020
O: -0.38 1.21 1.77  -0.6595
O: 1.31 0.59 0.72  -0.6605
O: -0.36 -0.76 0.74  -0.4832
O: -2.98 -0.91 -1.14  -0.4669
S: -3.98 -0.69 -0.11  1.0770
O: -4.43 0.61 0.22  -0.6381
O: -5.38 -1.49 -0.63  -0.3269
C: -5.73 -1.24 -2.00  -0.1806
C: -7.15 -1.73 -2.28  -1.0619
C: -3.50 -1.46 1.33  0.0159
H: -4.97 -1.86 -2.61  0.2253
H: -5.60 -0.18 -2.32  0.3142
H: -7.35 -1.09 -3.45  0.2407
H: -8.06 -1.33 -1.82  0.3438
H: -7.20 -2.77 -2.28  0.2972
H: -2.91 -0.88 1.79  -0.6169
H: -3.09 -2.57 1.02  0.2599
H: -4.34 -1.74 2.03  0.4376
O: 2.05 4.84 -1.71  -0.6696
S: 1.29 3.97 -2.58  1.1882
O: 0.49 4.69 -3.51  -0.6324
O: 2.48 3.13 -3.42  -0.2158
C: 3.51 3.97 -3.97  -0.5187
C: 4.36 3.02 -4.90  -1.0704
C: 0.38 2.74 -1.75  -0.5442
H: 4.20 4.38 -3.11  0.2320
H: 3.00 4.53 -4.47  0.6225
H: 5.21 3.63 -5.50  0.3191
H: 3.70 2.76 -5.88  0.2656
H: 4.81 2.26 -4.37  0.3174
H: -0.19 3.41 -0.98  0.3447
H: 0.98 2.30 -1.04  0.0764
H: -0.14 1.85 -2.32  0.2767
C: 0.98 -2.62 -1.70  0.1559
C: 0.22 -1.51 -2.44  0.6094
O: 0.69 -1.59 -3.81  -0.3175
C: 1.45 -2.65 -3.86  0.5692
O: 2.18 -2.95 -4.82  -0.6145
O: 1.42 -3.47 -2.77  -0.3746
H: 0.30 -3.22 -1.07  0.1304
H: 1.70 -2.49 -0.81  -0.0769
H: 0.48 -0.60 -1.94  -0.2677
H: -0.85 -1.67 -2.38  0.1344
C: 4.42 -0.12 -0.75  0.1398
C: 4.74 -1.03 0.43  -0.0723
O: 5.30 -2.25 -0.28  -0.3954
C: 5.05 -2.11 -1.69  0.6515
O: 5.35 -3.04 -2.48  -0.6014
O: 4.52 -0.96 -1.95  -0.2743
H: 4.98 0.88 -0.80  0.2778
H: 3.18 0.18 -0.80  -0.0662
H: 3.90 -1.08 1.08  -0.1346
H: 5.51 -0.65 0.88  0.5136
C: 0.26 -1.46 3.95  -0.5917
C: 1.46 -1.83 3.07  0.4125
O: 1.95 -2.95 3.82  -0.4032
C: 1.26 -3.06 4.99  0.6130
O: 1.60 -3.78 5.94  -0.6563
O: 0.26 -2.29 5.06  -0.3603
H: -0.50 -1.48 3.45  0.2107
H: 0.20 -0.53 4.35  0.5128
H: 2.17 -0.98 2.83  0.0466
H: 1.01 -2.20 2.23  0.1660
C: -2.72 2.59 4.24  -0.7180
C: -2.91 1.11 4.64  0.5419
O: -2.04 1.12 5.79  -0.4084
C: -1.65 2.34 6.17  0.7512
O: -1.17 2.60 7.24  -0.5787
O: -2.16 3.20 5.35  -0.3316
H: -3.74 3.01 4.07  0.3161
H: -2.45 2.64 3.38  0.5838
H: -2.74 0.51 3.74  -0.4463
H: -3.87 0.85 5.04  0.3427


arrangement A comes first in stability; the runner-up is 0.912 eV higher.


Arrangement A

Density functional theory data (wB97M-V/def2-TZVPD) for 4 unconnected molecules or ions with the total composition H7O3S.

Output
total charge	-1
HOMO-LUMO gap	7.765	eV
HOMO level	-0.1367	hartree

Each line ends with the Mulliken charge.
Positions of all 11 atoms, in Å:
S: -0.29 0.40 0.28  -0.7312
H: 0.43 0.47 -0.85  -0.1749
H: 0.10 -2.14 2.75  0.3065
H: -0.87 -1.21 2.08  0.2639
O: -0.84 -1.95 2.68  -0.6197
H: -2.08 2.38 -1.72  0.3145
H: -0.95 1.45 -1.83  0.2489
O: -1.60 1.91 -2.39  -0.6048
H: 3.03 0.13 -0.76  0.3332
H: 1.94 -0.81 -0.42  0.3101
O: 2.85 -0.82 -0.71  -0.6464


Arrangement B

Density functional theory data (wB97M-V/def2-TZVPD) for 4 unconnected molecules or ions with the total composition H7O3S.

Output
total charge	-1
HOMO-LUMO gap	7.066	eV
HOMO level	-0.1225	hartree

Each line ends with the Mulliken charge.
Positions of all 11 atoms, in Å:
S: -0.01 1.52 1.32  -0.8600
H: -1.01 2.21 1.90  -0.0256
H: 1.81 -1.64 -2.70  0.3117
H: 0.75 -0.88 -3.38  0.3533
O: 1.12 -1.79 -3.37  -0.6634
H: -0.87 -0.20 -1.76  0.3390
H: 0.34 0.64 -1.35  0.2747
O: -0.25 0.46 -2.10  -0.6665
H: -1.31 -0.28 4.15  0.2899
H: -0.22 0.32 3.29  0.2613
O: -0.36 -0.36 4.00  -0.6144


arrangement A comes first in stability; the runner-up is 0.118 eV higher.